Entry 1:
C5H32NO9 | the ωB97M-V functional and the def2-TZVPD basis

Its multiplicity is 1. Its total charge is +1. The gap between HOMO and LUMO comes out at 10.94 eV. The calculation puts the LUMO energy at -2.7 eV.

Last column: Löwdin charge in e.
Geometry (Å):
O -2.753 -0.508 1.454  -0.080
O -0.871 0.312 3.735  -0.056
O 1.028 -2.018 3.442  -0.043
O 0.599 -3.802 0.946  -0.025
O 2.480 -0.502 1.376  -0.067
O -1.582 -2.610 0.406  -0.090
O -0.627 4.550 0.421  -0.043
O -1.473 1.774 1.213  -0.089
O 1.073 2.101 2.944  -0.060
N -0.490 1.479 -1.213  0.176
C -0.426 1.712 -2.676  -0.152
C 0.022 -2.039 -2.415  -0.089
C 0.890 -1.219 -3.410  -0.236
C 1.493 0.062 -2.770  -0.228
C 0.923 1.354 -3.288  -0.180
H 0.802 1.434 3.583  0.005
H -0.889 0.630 -0.814  0.145
H -0.562 -1.431 -1.734  0.041
H 1.621 -0.186 -1.694  0.113
H -1.615 0.503 3.139  0.021
H 1.285 -4.037 0.302  0.082
H -1.316 -0.173 4.438  0.068
H 2.636 0.217 1.996  0.019
H 0.696 -2.605 -1.759  0.066
H -2.160 -1.167 1.015  0.008
H 0.890 -1.080 3.620  0.023
H -1.785 2.539 1.726  0.073
H 1.688 -2.406 4.030  0.076
H 1.700 -1.789 -3.862  0.106
H -0.199 4.846 -0.389  0.046
H -2.400 1.461 1.177  0.058
H -0.519 -2.735 -3.041  0.077
H 2.563 -0.002 -2.954  0.112
H -1.171 2.093 -0.705  0.135
H 2.107 -1.165 1.981  -0.016
H -3.348 -0.941 2.059  0.051
H -1.216 1.140 -3.181  0.136
H -2.115 -3.332 0.756  0.067
H 1.115 -3.282 1.580  0.042
H 1.633 2.182 -3.167  0.122
H 0.296 -1.111 -4.320  0.102
H -0.817 2.709 -2.898  0.131
H 0.252 2.518 2.653  0.002
H -0.689 -3.076 0.385  0.012
H 0.453 1.699 -0.892  0.164
H -0.077 4.750 1.178  0.044
H 0.856 1.151 -4.370  0.131

***

Entry 2:
C5H33N2O11 | the ωB97M-V functional and the def2-TZVPD basis

Its multiplicity is 1. Its total charge is +1. The gap between HOMO and LUMO comes out at 8.07 eV. The calculation puts the LUMO energy at -2.9 eV.

Last column: Löwdin charge in e.
Geometry (Å):
O -0.140 0.286 3.196  -0.022
O 2.274 2.920 -1.686  -0.008
O 3.467 -0.687 0.686  -0.031
O -0.270 -2.822 1.464  -0.092
O 0.268 2.597 0.854  -0.106
O -2.699 -0.312 -2.642  -0.083
O -4.959 0.577 -1.181  -0.081
O -3.054 0.021 1.188  -0.067
O 2.927 -3.633 1.099  -0.083
O -2.323 -2.202 3.381  -0.057
O 2.582 1.512 1.834  -0.065
N -0.463 -1.480 -2.577  0.080
N 2.705 0.304 -1.812  0.146
C 1.608 -0.403 -2.371  -0.115
C -1.051 1.186 -0.643  -0.118
C -1.027 2.121 0.672  -0.207
C -0.256 -0.121 -0.572  -0.128
C 0.338 -0.565 -1.926  -0.304
H 2.949 1.702 2.779  0.146
H -1.739 -2.570 2.765  -0.057
H 2.366 1.249 -1.497  0.099
H -3.927 0.417 1.342  0.057
H -1.489 -1.464 -2.061  0.159
H 0.624 0.023 0.083  0.103
H -1.669 2.983 0.530  0.118
H 3.120 -0.268 -1.021  0.127
H -0.262 -1.560 -3.554  0.093
H 2.938 -2.901 0.413  0.038
H -1.826 -2.066 4.223  0.068
H -5.504 -0.186 -1.510  0.079
H -0.672 1.635 -1.563  0.121
H 4.286 -0.233 0.836  0.065
H 3.741 -3.628 1.615  0.039
H -3.324 -0.889 -3.150  0.098
H -3.010 -0.087 -1.765  -0.007
H 3.231 3.073 -1.566  0.099
H -0.226 -3.467 0.685  0.100
H -3.254 -0.949 1.368  0.082
H -0.617 -0.955 -0.076  0.068
H 0.647 -2.585 1.777  0.061
H -2.105 0.903 -0.686  0.057
H 1.759 3.638 -1.400  0.036
H 0.765 0.291 2.784  0.041
H 1.829 2.038 1.682  -0.021
H 3.260 0.500 -2.623  0.151
H 1.883 -0.843 -3.293  0.105
H -0.718 0.522 2.526  -0.061
H -1.328 1.762 1.724  0.125
H -5.083 1.342 -1.790  0.075
H 0.457 3.348 0.263  0.098
H 2.973 -0.073 1.197  -0.021

***

Entry 3:
C5H33N2O12 | the ωB97M-V functional and the def2-TZVPD basis

Its multiplicity is 2. Its total charge is +2. The gap between HOMO and LUMO (spin up / spin down) comes out at 9.19 / 3.66 eV. The calculation puts the LUMO energy (spin up / spin down) at -6.9 / -12.5 eV.

Last column: Löwdin charge in e.
Geometry (Å):
O 1.396 3.847 -1.104  -0.085
O -0.199 1.093 3.290  -0.022
O 1.637 3.821 1.568  -0.099
O -2.864 1.105 0.892  -0.061
O 3.749 1.647 0.586  -0.002
O -1.839 0.828 -2.036  -0.061
O -0.079 -0.443 -4.044  -0.068
O 2.288 1.621 -2.071  0.012
O -0.128 1.841 0.661  -0.118
O 3.230 -0.018 2.863  -0.092
O -3.898 -2.047 -0.954  0.238
O -2.273 -2.650 2.588  -0.046
N -1.458 -1.996 -1.790  0.226
N 1.102 -2.275 -0.869  0.061
C -3.227 -2.013 0.002  -0.104
C -1.741 -2.296 -0.377  -0.192
C 0.764 -1.771 0.421  -0.173
C -0.758 -1.446 0.506  -0.128
C 2.286 -2.610 -1.184  0.102
H 4.078 1.683 -0.286  0.032
H -1.126 -1.566 1.516  0.065
H -1.431 -3.309 0.148  0.209
H -1.685 -0.923 -2.034  0.168
H 1.123 -2.536 1.149  0.152
H 0.621 0.710 3.574  0.044
H -3.488 -1.901 0.945  0.088
H -1.935 -3.558 2.389  0.099
H 0.507 4.231 -1.340  0.098
H -0.558 -2.065 -2.050  0.053
H -0.765 -0.359 -4.781  0.105
H 3.683 0.461 2.032  0.071
H -1.983 1.595 0.791  0.027
H 1.618 2.165 -1.880  -0.074
H 4.453 2.101 0.995  0.055
H 0.382 2.645 0.721  -0.004
H 0.550 0.258 -4.012  0.019
H 2.851 -0.797 2.460  -0.014
H 1.369 -0.804 0.798  0.173
H -1.227 1.002 -1.253  0.045
H 1.680 3.163 2.294  0.059
H -0.735 -0.220 0.153  0.150
H 3.065 1.700 -1.561  -0.016
H -2.396 1.584 -1.786  0.085
H 2.384 -3.206 -2.209  0.164
H -0.693 0.335 2.849  0.072
H 1.797 4.284 -0.305  0.057
H -2.261 -2.537 3.538  0.080
H -1.813 -2.614 -2.524  0.194
H -0.241 1.406 1.616  0.049
H 2.672 3.694 1.702  0.129
H -3.339 1.695 1.452  0.043
H 3.219 -2.765 -0.615  0.133

***

Entry 4:
C5H33N2O9S | the ωB97M-V functional and the def2-TZVPD basis

Its multiplicity is 1. Its total charge is +1. The gap between HOMO and LUMO comes out at 9.12 eV. The calculation puts the LUMO energy at -2.4 eV.

Last column: Löwdin charge in e.
Geometry (Å):
S -4.059 -1.604 -0.893  0.720
O 1.307 3.296 1.932  -0.034
O 3.060 -1.663 1.158  -0.069
O -0.288 5.480 -2.048  -0.074
O -1.288 -3.638 1.121  -0.076
O 1.759 3.967 -3.145  -0.079
O 1.799 -1.557 3.597  -0.064
O -0.865 -1.546 2.932  -0.065
O 1.794 4.943 -0.365  -0.060
O 2.834 0.917 2.039  -0.051
N -1.061 -0.638 -0.453  -0.080
N -0.115 -3.133 -1.387  -0.005
C 1.098 -3.799 -0.860  -0.005
C -3.420 0.052 -0.484  -0.534
C 0.207 -0.679 -1.167  -0.183
C 0.169 -1.865 -2.130  -0.110
C -2.025 0.305 -1.017  -0.294
H 0.964 4.516 -2.976  0.001
H -0.610 -1.721 -2.872  0.128
H 2.325 1.725 1.854  0.015
H -1.724 1.339 -0.802  0.123
H 2.134 -2.101 4.326  0.082
H 1.690 -4.199 -1.678  0.105
H -4.128 0.735 -0.944  0.070
H 1.662 4.295 0.340  0.005
H 0.370 5.446 -1.322  0.004
H -0.748 -2.932 -0.578  0.106
H 2.163 4.342 -3.932  0.044
H 4.000 -1.870 1.204  0.075
H -1.128 -2.905 1.762  0.016
H 0.397 3.294 2.259  0.085
H 0.790 -4.607 -0.209  0.095
H 0.101 -1.546 3.119  0.011
H -0.924 -0.461 0.529  0.097
H 0.375 0.216 -1.769  0.129
H -2.030 0.199 -2.104  0.115
H 1.764 3.897 2.537  0.091
H -3.495 0.206 0.593  0.073
H 1.042 -0.781 -0.477  0.107
H 3.040 -0.684 1.252  0.017
H 1.097 -2.016 -2.685  0.133
H 2.494 0.599 2.884  0.040
H 1.693 -3.087 -0.298  0.075
H 2.274 -1.745 2.757  0.014
H -0.399 6.421 -2.218  0.058
H -1.322 -1.591 3.775  0.065
H -2.003 -4.160 1.498  0.066
H -0.651 -3.777 -1.966  0.179
H 2.217 4.505 -1.124  0.038
H -3.168 -2.300 -0.182  -0.198

***

Relative energy (zero: lowest compared OMol25 entry of this formula, charge and spin) list, top to bottom, in eV: 2.106 5.212 9.195 0.000